1.
ORCA calculation (ωB97M-V/def2-TZVPD) on C35H49AsCaN5O2SSe as an isolated structure.

Properties
Frontier orbital gap, Eh: 0.2503
Net charge: +1
ΔE to the lowest compared entry with this formula, charge and spin, kcal per mole: 19.48

The geometry in XYZ format:
```
95
Properties=species:S:1:pos:R:3:mulliken_charge:R:1
Ca -10.854 -14.674 0.282 1.531
N -10.879 -11.297 3.011 -0.420
C -10.805 -12.510 2.431 0.504
O -11.298 -12.692 1.323 -0.569
C -10.073 -13.622 3.238 -0.049
C -9.446 -14.728 2.431 -1.561
H -11.223 -10.533 2.428 0.277
H -10.382 -11.054 3.832 0.200
H -10.819 -14.014 3.915 -0.029
H -9.302 -13.139 3.847 0.573
H -9.260 -15.589 3.107 0.151
H -8.483 -14.352 2.014 0.298
C -14.343 -13.588 4.786 -1.221
C -14.250 -15.107 5.093 -0.299
C -12.914 -15.820 4.708 -1.089
C -12.623 -16.068 3.230 -0.088
N -13.653 -16.873 2.574 0.615
C -14.264 -16.520 1.479 0.269
S -13.988 -15.023 0.723 -0.423
N -15.217 -17.330 0.971 0.152
C -15.673 -18.598 1.580 -1.340
C -16.467 -18.421 2.858 0.194
C -17.930 -18.811 2.696 -0.781
C -18.724 -17.916 1.683 -1.021
H -15.323 -13.177 5.028 0.427
H -14.195 -13.323 3.722 0.194
H -13.649 -13.018 5.394 0.336
H -15.158 -15.635 4.741 -0.025
H -14.411 -15.209 6.176 0.427
H -12.932 -16.835 5.136 0.425
H -12.007 -15.369 5.083 0.575
H -11.632 -16.593 3.073 -0.216
H -12.521 -15.114 2.709 -0.017
H -13.762 -17.813 2.886 0.344
H -15.450 -17.152 0.002 0.028
H -14.879 -19.334 1.779 0.096
H -16.323 -19.033 0.846 0.864
H -16.394 -17.378 3.250 -0.121
H -15.944 -19.015 3.674 0.364
H -18.424 -18.696 3.712 0.366
H -18.016 -19.870 2.360 0.330
H -18.823 -16.876 1.995 0.285
H -19.717 -18.330 1.579 0.393
H -18.261 -17.861 0.667 0.215
C -11.245 -10.910 -3.194 -0.936
N -10.488 -12.002 -3.721 0.254
C -10.612 -12.474 -5.014 -0.460
C -9.892 -13.589 -5.111 -0.461
N -9.330 -13.854 -3.899 0.383
C -8.609 -15.039 -3.524 -0.735
C -9.719 -12.879 -3.049 -0.245
Se -9.184 -12.784 -1.305 -0.330
H -11.403 -10.211 -4.002 0.310
H -10.712 -10.411 -2.382 0.347
H -12.176 -11.276 -2.746 0.318
H -11.219 -12.014 -5.773 0.446
H -9.854 -14.282 -5.929 0.454
H -9.009 -15.463 -2.584 0.261
H -7.565 -14.818 -3.408 0.320
H -8.761 -15.830 -4.270 0.188
O -11.175 -16.234 -1.206 0.028
As -11.780 -17.752 -1.585 0.516
C -10.869 -18.353 -3.176 0.191
C -11.428 -18.131 -4.428 -0.322
C -10.748 -18.532 -5.597 -0.750
C -9.470 -19.055 -5.478 -0.477
C -8.871 -19.210 -4.202 -0.665
C -9.524 -18.773 -3.062 -0.441
C -11.445 -19.043 -0.238 0.662
C -10.973 -18.638 1.022 -0.241
C -10.785 -19.626 1.971 -0.429
C -10.921 -20.968 1.700 -0.659
C -11.316 -21.355 0.459 -0.891
C -11.555 -20.408 -0.520 -0.470
C -13.666 -17.762 -2.031 0.754
C -14.252 -16.566 -2.398 -0.605
C -15.584 -16.629 -2.837 -0.743
C -16.258 -17.815 -2.898 -0.625
C -15.660 -18.973 -2.467 -0.710
C -14.354 -18.921 -2.039 -0.274
H -12.424 -17.724 -4.552 0.392
H -11.244 -18.385 -6.542 0.457
H -8.973 -19.470 -6.325 0.463
H -7.877 -19.633 -4.143 0.422
H -9.108 -18.923 -2.030 0.354
H -10.780 -17.577 1.282 0.086
H -10.380 -19.363 2.954 0.428
H -10.737 -21.695 2.517 0.378
H -11.395 -22.386 0.208 0.469
H -11.915 -20.716 -1.514 0.371
H -13.704 -15.665 -2.386 0.516
H -16.008 -15.720 -3.141 0.524
H -17.307 -17.791 -3.230 0.356
H -16.188 -19.905 -2.478 0.512
H -13.896 -19.876 -1.806 0.146
```


2.
ORCA calculation (ωB97M-V/def2-TZVPD) on C35H49CuIN3O4S2Si as an isolated structure.

Properties
Frontier orbital gap (alpha / beta), Eh: 0.2676 / 0.2654
Net charge: +1
Multiplicity: 2
<S²>: 0.75

The geometry in XYZ format:
```
96
Properties=species:S:1:pos:R:3:mulliken_charge:R:1
Cu 0.235 1.886 0.921 -1.669
S 2.055 0.435 0.976 0.077
C 2.605 0.661 -0.582 0.348
N 3.565 -0.077 -1.114 0.057
C 3.979 0.146 -2.500 -1.008
C 2.755 0.409 -3.332 -0.486
N 2.025 1.542 -2.758 0.406
C 1.344 2.406 -3.742 -1.569
C 2.341 3.210 -4.537 0.701
C 3.154 4.144 -3.899 -0.222
C 4.083 4.869 -4.627 -0.748
C 4.203 4.670 -5.997 -0.422
C 3.393 3.746 -6.637 -0.645
C 2.466 3.014 -5.906 -0.293
C 1.978 1.732 -1.461 0.145
S 1.267 3.091 -0.752 -0.188
C 4.195 -1.181 -0.362 -2.062
C 3.349 -2.434 -0.389 1.104
C 2.805 -2.936 0.785 -0.274
C 1.991 -4.061 0.759 -0.436
C 1.723 -4.695 -0.444 -0.444
C 2.285 -4.214 -1.619 -0.957
C 3.095 -3.091 -1.590 -0.271
H 4.490 -0.746 -2.850 0.516
H 4.676 0.987 -2.552 0.374
H 2.097 -0.464 -3.366 0.166
H 3.041 0.686 -4.346 0.576
H 0.641 3.034 -3.203 0.615
H 0.783 1.737 -4.397 0.430
H 3.050 4.315 -2.833 0.414
H 4.708 5.599 -4.129 0.418
H 4.925 5.242 -6.565 0.396
H 3.480 3.593 -7.704 0.401
H 1.828 2.295 -6.408 0.393
H 4.354 -0.846 0.662 0.636
H 5.171 -1.346 -0.818 0.659
H 3.004 -2.436 1.725 0.425
H 1.561 -4.435 1.679 0.381
H 1.083 -5.568 -0.466 0.463
H 2.095 -4.719 -2.558 0.436
H 3.538 -2.738 -2.516 0.372
C 0.294 -1.232 3.468 -0.599
C -1.130 -1.772 3.411 1.793
C -1.151 -3.246 3.793 -1.687
C -2.030 -0.959 4.336 -1.557
O -1.597 -1.713 2.063 1.446
Si -2.168 -0.441 1.191 -2.809
O -1.182 0.814 1.206 3.798
O -2.450 -1.026 -0.320 -0.566
C -1.646 -1.811 -1.197 1.889
C -1.757 -3.281 -0.807 -1.593
C -2.210 -1.583 -2.593 -2.158
C -0.191 -1.361 -1.146 -0.673
O -3.597 0.082 1.771 -0.114
C -4.924 -0.453 1.643 1.591
C -4.898 -1.977 1.702 -1.177
C -5.517 0.025 0.324 -1.587
C -5.708 0.113 2.818 -1.687
H 0.718 -1.374 4.464 0.568
H 0.296 -0.164 3.236 -0.506
H 0.917 -1.755 2.742 -0.131
H -0.786 -3.396 4.810 0.408
H -0.523 -3.817 3.104 0.170
H -2.168 -3.634 3.724 0.391
H -1.681 -1.031 5.368 0.579
H -3.055 -1.326 4.290 0.232
H -2.038 0.093 4.043 0.225
H -2.799 -3.599 -0.853 0.449
H -1.391 -3.431 0.208 0.004
H -1.175 -3.902 -1.492 0.489
H -3.262 -1.868 -2.619 0.464
H -1.672 -2.177 -3.335 0.379
H -2.138 -0.527 -2.860 0.414
H 0.239 -1.536 -0.158 -0.464
H -0.130 -0.291 -1.373 0.216
H 0.401 -1.922 -1.874 0.600
H -4.322 -2.386 0.871 0.026
H -5.913 -2.374 1.644 0.560
H -4.449 -2.317 2.636 0.194
H -4.934 -0.356 -0.514 0.083
H -5.510 1.116 0.289 0.317
H -6.548 -0.318 0.223 0.488
H -5.265 -0.215 3.759 0.325
H -6.747 -0.220 2.786 0.425
H -5.689 1.203 2.787 0.315
I -2.291 4.186 0.962 0.098
C -1.073 3.997 2.638 -0.020
C -1.368 4.701 3.796 -0.504
C -0.523 4.560 4.882 -0.271
C 0.586 3.732 4.780 -0.860
C 0.800 3.070 3.589 -0.209
N -0.015 3.198 2.534 0.328
H -2.239 5.338 3.837 0.432
H -0.729 5.093 5.800 0.406
H 1.270 3.597 5.604 0.450
H 1.648 2.408 3.458 0.406
```


3.
ORCA calculation (ωB97M-V/def2-TZVPD) on a 7-piece molecular cluster, C35H49F3N7O2 overall.

Properties
Frontier orbital gap (alpha / beta), Eh: 0.3053 / 0.2781
Multiplicity: 2
<S²>: 0.75

The geometry in XYZ format:
```
96
Properties=species:S:1:pos:R:3:mulliken_charge:R:1
C 0.027 -2.171 -0.316 -1.167
C -0.664 -0.645 -0.336 0.944
C -1.064 -0.383 1.267 -1.281
C -2.047 -0.777 -1.181 -1.030
C -2.323 0.343 -2.333 0.721
C -3.714 1.196 -2.186 -0.996
O -4.265 1.295 -0.830 -0.343
C -5.687 1.773 -0.860 0.860
F -6.625 0.755 -1.421 -0.232
F -6.152 2.008 0.558 -0.243
F -5.810 3.116 -1.530 -0.250
C -1.118 1.426 -2.580 -0.846
C -0.076 1.612 -1.330 0.955
C -0.580 2.644 -0.160 -1.051
C 1.273 2.347 -2.000 -1.204
N 0.394 0.265 -0.866 0.675
O 1.071 -0.421 -1.803 -0.583
H 1.108 -2.172 0.140 0.329
H -0.066 -2.723 -1.347 0.268
H -0.646 -2.796 0.444 0.333
H -1.686 -1.286 1.717 0.327
H -0.129 -0.189 1.944 0.234
H -1.811 0.545 1.242 0.241
H -2.924 -0.887 -0.377 0.244
H -2.024 -1.844 -1.719 0.214
H -2.429 -0.252 -3.365 0.456
H -3.623 2.316 -2.590 0.294
H -4.522 0.684 -2.876 0.446
H -0.470 1.008 -3.491 -0.307
H -1.471 2.497 -2.906 0.452
H -0.057 2.340 0.865 0.178
H -0.282 3.756 -0.425 0.415
H -1.747 2.594 -0.104 0.114
H 2.131 2.512 -1.212 0.300
H 1.617 1.836 -2.995 0.147
H 0.900 3.439 -2.308 0.350
N -1.582 0.639 4.830 0.114
C -0.419 1.354 4.951 -0.526
C 0.214 0.944 6.103 -0.690
C -0.593 -0.057 6.694 -0.114
C -1.694 -0.227 5.886 -0.589
H -2.253 0.736 4.078 0.185
H -0.142 2.092 4.210 0.385
H 1.156 1.324 6.477 0.429
H -0.392 -0.596 7.611 0.381
H -2.546 -0.888 5.972 0.371
N 0.725 -2.561 4.639 0.304
C 2.034 -2.767 4.988 -0.423
C 2.324 -4.099 4.790 -0.579
C 1.149 -4.716 4.297 -0.533
C 0.179 -3.743 4.210 -0.458
H 0.239 -1.676 4.688 0.164
H 2.646 -1.951 5.350 0.392
H 3.278 -4.574 4.978 0.386
H 1.025 -5.759 4.032 0.396
H -0.851 -3.791 3.883 0.402
N 0.121 1.062 -6.375 0.122
C -0.924 1.552 -7.114 -0.600
C -0.607 2.836 -7.501 -0.491
C 0.677 3.128 -6.982 -0.519
C 1.104 2.014 -6.294 -0.638
H 0.162 0.142 -5.957 0.309
H -1.802 0.948 -7.299 0.452
H -1.233 3.490 -8.093 0.438
H 1.230 4.051 -7.098 0.421
H 2.021 1.819 -5.754 0.529
N 6.121 0.944 -0.839 -0.014
C 5.076 1.434 -1.578 -0.527
C 5.393 2.718 -1.964 -0.193
C 6.677 3.009 -1.445 -0.623
C 7.104 1.896 -0.758 -0.455
H 6.162 0.024 -0.421 0.199
H 4.198 0.830 -1.763 0.459
H 4.767 3.372 -2.557 0.420
H 7.230 3.932 -1.562 0.371
H 8.021 1.700 -0.217 0.369
N -1.581 -1.805 10.156 0.033
C -1.368 -2.312 11.412 -0.505
C -2.066 -1.534 12.309 -0.379
C -2.728 -0.526 11.567 -0.497
C -2.413 -0.719 10.241 -0.309
H -1.186 -2.175 9.301 0.211
H -0.739 -3.180 11.559 0.366
H -2.097 -1.678 13.381 0.378
H -3.365 0.256 11.959 0.379
H -2.708 -0.177 9.352 0.341
N 0.933 -1.692 -8.508 0.079
C 2.017 -2.381 -8.986 -0.519
C 1.676 -2.915 -10.209 -0.391
C 0.342 -2.529 -10.481 -0.562
C -0.091 -1.772 -9.415 -0.213
H 0.895 -1.200 -7.625 0.193
H 2.935 -2.434 -8.416 0.338
H 2.320 -3.516 -10.838 0.382
H -0.240 -2.776 -11.359 0.372
H -1.039 -1.286 -9.225 0.312
```


E, record by record: -7500.23494 -4852.41031 -2196.07419 a.u.